# 1
A structure of composition C30H25BrIrN3O5S3. Source: the OMol25 dataset; level of theory: the ωB97M-V functional and the def2-TZVPD basis.

Each line ends with the natural charge from an NBO analysis.
CARTESIAN COORDINATES (ANGSTROEM)
Ir (0.73015, -0.35288, -0.54728)  1.437
Br (-1.42691, 1.12781, -1.76543)  0.197
S (2.76689, 1.33723, -1.21569)  2.370
S (-2.33814, -3.93494, -1.17921)  0.506
S (-1.71511, -2.69844, 1.38787)  0.044
O (1.10617, -1.31997, 1.16499)  -0.573
O (3.95267, 1.69485, -1.90335)  -0.860
O (2.85842, 0.30412, -0.14657)  -0.923
O (0.11539, -1.37900, 5.07051)  -0.692
O (1.65193, 0.83574, -2.11185)  -0.958
N (0.02479, 0.46318, 2.25538)  -0.410
N (-0.44175, 0.83092, 1.07724)  -0.230
N (-0.62656, -2.01368, -1.00643)  -0.527
C (-0.11923, -1.62975, -3.41274)  -0.255
C (-1.39140, -2.98301, -4.96953)  -0.167
C (-0.44922, -1.97138, -4.69884)  -0.192
C (-5.03565, 4.87112, -2.70159)  -0.203
C (2.12717, 2.84923, 0.97441)  -0.212
C (-2.39900, 3.45448, -0.45848)  -0.162
C (1.50994, 3.92070, 1.59759)  -0.223
C (-1.69060, -3.31372, -2.63758)  -0.243
C (0.64856, -0.84575, 2.37869)  0.204
C (1.40370, -1.02544, 4.77642)  0.381
C (3.98760, -0.25166, 4.07661)  -0.224
C (1.71920, -0.76258, 3.44827)  -0.173
C (-4.40226, 4.86679, -3.93639)  -0.179
C (-1.09985, 1.91795, 0.93280)  0.006
C (-1.41558, -2.78001, -0.25500)  -0.147
C (-3.04512, 3.97788, -1.66799)  -0.028
C (-1.66782, 2.35044, -0.31937)  -0.123
C (0.15736, 6.03833, 1.55289)  -0.643
C (-2.40427, 4.01369, -2.90710)  -0.207
C (2.07802, 2.75609, -0.41080)  -0.305
C (2.38376, -0.89727, 5.75330)  -0.307
C (0.82611, 4.79064, -0.53488)  -0.162
C (3.66579, -0.50859, 5.40246)  -0.168
C (0.84259, 4.89474, 0.85425)  0.010
C (-0.76451, -2.29038, -2.35102)  0.177
C (-2.00535, -3.66845, -3.95138)  -0.197
C (1.44321, 3.72757, -1.17109)  -0.219
C (3.01317, -0.39053, 3.10166)  -0.171
C (-3.07977, 4.45732, -4.03253)  -0.208
C (-4.35355, 4.45543, -1.57074)  -0.192
H (1.55121, 4.01052, 2.67711)  0.225
H (0.02395, -1.45288, -5.52132)  0.233
H (2.63769, 2.08740, 1.54855)  0.247
H (3.24127, -0.22628, 2.05713)  0.234
H (-2.58983, 4.00786, 0.45828)  0.231
H (-2.57374, 4.47810, -4.98868)  0.226
H (-2.71664, -4.45834, -4.14922)  0.237
H (-1.27517, 2.56184, 1.79314)  0.210
H (-4.93345, 5.19031, -4.82145)  0.228
H (-1.36107, 3.73373, -2.97796)  0.214
H (4.41796, -0.40880, 6.17369)  0.227
H (-0.13954, -1.50053, 2.75471)  0.243
H (-0.45639, 6.61579, 0.86363)  0.225
H (0.05000, -1.65714, 5.99090)  0.494
H (0.89656, 6.70696, 1.99661)  0.242
H (-6.06596, 5.19087, -2.62091)  0.228
H (4.98990, 0.05131, 3.80593)  0.225
H (-1.63012, -3.22148, -5.99689)  0.233
H (0.33041, 5.55542, -1.12029)  0.220
H (-4.84458, 4.46013, -0.60476)  0.216
H (-0.24236, 0.96465, 3.09099)  0.399
H (1.43286, 3.64157, -2.25110)  0.239
H (2.14325, -1.10299, 6.79054)  0.218
H (0.61796, -0.86246, -3.21891)  0.235
H (-0.47799, 5.67113, 2.36052)  0.220

The value obtained for the lowest unoccupied orbital energy (alpha / beta) is -6.8 / -6.5 eV. Its total energy is -5571.17518 Eh. As for the total charge: +1. The value obtained for the relative energy (zero: lowest compared OMol25 entry of this formula, charge and spin) is 125.6 kcal/mol. The orbital gap (alpha / beta) comes out at 3.71 / 3.90 eV. Its spin multiplicity is 2.

=====

# 2
The ion C2H6N5 with charge +1. Source: the OMol25 dataset; level of theory: the ωB97M-V functional and the def2-TZVPD basis.

Each line ends with the natural charge from an NBO analysis.
CARTESIAN COORDINATES (ANGSTROEM)
N (0.37323, -1.07401, 0.37871)  -0.664
N (1.86071, 0.83681, -0.74059)  -0.426
N (0.52858, 1.19062, -0.36872)  -0.415
N (-1.50838, 0.31064, 0.61723)  -0.810
N (2.95447, -1.09984, 0.15382)  -0.587
C (2.24252, -0.23565, -0.20490)  0.680
C (-0.31241, -0.03781, 0.16982)  0.580
H (3.40710, -1.96698, 0.07235)  0.457
H (-0.22740, -1.80903, 0.77131)  0.404
H (-2.14325, -0.46025, 0.93908)  0.441
H (0.10890, 1.73932, -1.20859)  0.468
H (-2.00632, 1.18136, 0.35964)  0.429
H (0.63998, 1.78023, 0.47616)  0.443

The value obtained for the lowest unoccupied orbital energy is -3.8 eV. Its total energy is -353.23261 Eh. As for the total charge: +1. The value obtained for the relative energy (zero: lowest compared OMol25 entry of this formula, charge and spin) is 70.7 kcal/mol. The orbital gap comes out at 10.30 eV. As for the SMILES: [H]/N=C(\N)[NH2+]N=C=N.

=====

# 3
A cluster of 7 separate species, C18H26O19 in total. Source: the OMol25 dataset; level of theory: the ωB97M-V functional and the def2-TZVPD basis.

Each line ends with the natural charge from an NBO analysis.
CARTESIAN COORDINATES (ANGSTROEM)
O (4.89574, -5.46417, -2.47286)  -0.479
O (2.31561, 2.73100, -7.03220)  -0.479
O (-10.38527, -2.61969, 6.98876)  -0.491
O (-11.43018, -4.50986, 7.63420)  -0.580
O (-4.80802, -7.28461, 1.33786)  -0.934
O (6.71913, 2.46968, 0.03187)  -0.469
O (-4.13651, -0.31109, 2.04639)  -0.623
O (0.36052, 3.86437, -6.92073)  -0.588
O (-2.32930, 7.61322, 2.49011)  -0.565
O (-9.69483, -4.44757, 6.09935)  -0.477
O (1.78492, 3.99017, -8.71923)  -0.485
O (-3.72893, 7.28756, 4.21951)  -0.484
O (6.10824, -4.16880, -3.76164)  -0.482
O (-2.47036, -1.34392, 0.99508)  -0.479
O (7.33272, 0.42714, 0.22194)  -0.474
O (-2.36410, 5.61333, 3.75427)  -0.475
O (5.37009, 1.05612, 1.18004)  -0.590
O (-2.76757, 0.61057, 0.49661)  -0.461
O (3.87518, -3.78654, -3.56607)  -0.575
C (6.20697, -6.03551, -2.53455)  -0.105
C (-4.11859, 6.17544, 4.99766)  -0.099
C (-2.97635, 5.24445, 4.88054)  -0.090
C (1.43567, 3.59853, -7.48449)  0.967
C (7.06031, -4.95838, -3.12813)  -0.100
C (6.37631, 1.27798, 0.47441)  0.963
C (-1.65084, 0.36216, -0.22757)  -0.098
C (4.89163, -4.35999, -3.24763)  0.964
C (3.12508, 3.51072, -9.02004)  -0.102
C (3.23356, 2.33991, -8.02152)  -0.096
C (-2.72708, 6.86849, 3.38088)  0.966
C (-10.58395, -3.94820, 6.94860)  0.974
C (8.44498, 1.10269, -0.31149)  -0.093
C (-8.91710, -3.48516, 5.50868)  -0.095
C (-3.16847, -0.29355, 1.26744)  0.977
C (7.74002, 2.33606, -0.86411)  -0.098
C (-9.30299, -2.19734, 6.21896)  -0.093
C (-1.35856, -1.07369, 0.17125)  -0.104
H (-4.98771, 5.68118, 4.56357)  0.175
H (6.43637, -6.36583, -1.52146)  0.210
H (-4.36409, 6.36604, 6.04241)  0.198
H (7.90359, -5.21417, -3.76964)  0.208
H (9.17940, 1.40313, 0.43581)  0.187
H (2.91239, 1.41791, -8.50617)  0.189
H (7.53883, 2.08930, -1.90659)  0.180
H (-2.35096, 5.36122, 5.76561)  0.174
H (-3.37189, 4.23748, 4.74760)  0.199
H (-8.51572, -1.88609, 6.90556)  0.186
H (4.24290, 2.20422, -7.63305)  0.203
H (-1.79638, 0.47233, -1.30218)  0.192
H (-4.63033, -6.76748, 2.12351)  0.467
H (-9.14903, -3.43881, 4.44465)  0.182
H (7.56153, -4.40925, -2.33105)  0.173
H (6.16684, -6.83682, -3.27238)  0.185
H (3.88031, 4.28687, -8.89632)  0.186
H (-0.45590, -1.03795, 0.78120)  0.185
H (8.87418, 0.56003, -1.15376)  0.196
H (3.20509, 3.28531, -10.08347)  0.205
H (-1.20771, -1.85032, -0.57854)  0.210
H (-9.61206, -1.41133, 5.52992)  0.199
H (-0.81774, 1.05377, -0.10228)  0.199
H (8.44484, 3.16634, -0.81982)  0.200
H (-7.84168, -3.66101, 5.53392)  0.195
H (-5.60270, -6.89766, 0.97050)  0.467

The value obtained for the lowest unoccupied orbital energy is 0.1 eV. Its total energy is -2130.98274 Eh. The value obtained for the relative energy (zero: lowest compared OMol25 entry of this formula, charge and spin) is 46.9 kcal/mol. The orbital gap comes out at 10.81 eV. As for the SMILES: O=C1OCCO1.O=C1OCCO1.O=C1OCCO1.O=C1OCCO1.O=C1OCCO1.O=C1OCCO1.O.

=====

# 4
A cluster of 11 separate species, C41H62N4O7 in total. Source: the OMol25 dataset; level of theory: the ωB97M-V functional and the def2-TZVPD basis.

Each line ends with the Löwdin charge.
CARTESIAN COORDINATES (ANGSTROEM)
O (3.95415, 3.47495, 0.42639)  0.060
O (2.89453, 1.98179, 4.55831)  0.053
O (-3.49492, -1.72400, -5.44990)  0.066
O (-3.75575, 2.49835, -2.73426)  0.071
O (4.78399, -2.89214, 3.05544)  0.056
O (-2.44198, 1.55209, 1.46845)  0.047
O (-1.10297, -3.96408, -5.33908)  0.076
N (-0.06684, 7.18987, 1.41926)  0.064
N (-2.44339, -4.06407, -1.40511)  0.055
N (1.50799, -4.05630, 0.22473)  0.067
N (2.22388, -0.03744, -0.94033)  0.068
C (0.71095, -3.26105, -4.00928)  -0.017
C (-2.92151, 1.09780, 2.48083)  -0.490
C (0.66976, -5.52340, -5.21701)  -0.019
C (-3.01302, -3.48301, -2.46287)  -0.138
C (0.79150, -5.08942, -0.19352)  -0.162
C (3.01227, -5.61427, 1.26237)  -0.061
C (-2.53004, -1.00953, -5.46816)  -0.508
C (-4.31420, -3.73329, -2.87524)  -0.045
C (2.60974, -4.33217, 0.93969)  -0.136
C (5.93633, -0.83168, 3.18624)  -0.025
C (-0.62803, 4.46699, 1.70664)  -0.099
C (-3.39247, 2.00574, 3.59224)  -0.011
C (2.19396, -6.67124, 0.88477)  -0.088
C (-0.53156, 0.36125, -0.91371)  -0.065
C (-5.21430, 3.68765, -1.29229)  -0.022
C (1.07490, -6.41838, 0.12618)  -0.075
C (-3.85930, 3.25671, -1.80690)  -0.493
C (3.55565, -0.92576, 2.26138)  -0.018
C (0.23693, 4.89918, 0.71544)  -0.074
C (5.63134, 2.89970, 2.02670)  -0.010
C (1.38967, -0.98682, -1.35201)  -0.145
C (-4.51199, -5.19905, -0.98483)  -0.078
C (0.33080, 1.33035, -0.42266)  -0.071
C (-2.25114, -0.06622, -4.31591)  -0.022
C (4.72706, -1.69742, 2.86754)  -0.474
C (0.99772, 3.22076, 5.11063)  -0.012
C (1.72739, 2.17785, 4.32756)  -0.501
C (-1.49840, -1.04888, -6.56367)  -0.027
C (-5.06877, -4.59478, -2.09832)  -0.079
C (3.79482, 4.63012, 2.46870)  -0.016
C (0.01114, -0.80027, -1.42619)  -0.071
C (-3.12793, -0.37212, 2.68817)  -0.010
C (1.00820, 1.42304, 3.23931)  0.000
C (-1.25403, 5.42000, 2.50063)  -0.081
C (1.68201, 1.06838, -0.42889)  -0.160
C (-3.18917, -4.90956, -0.69982)  -0.168
C (-2.66979, 3.90048, -1.12195)  -0.019
C (0.52250, 6.25659, 0.67729)  -0.156
C (4.42189, 3.65099, 1.52214)  -0.491
C (-0.05356, -4.25411, -4.83455)  -0.494
C (-0.99250, 6.75843, 2.28776)  -0.149
H (-2.89085, 4.91526, -0.80463)  0.081
H (-0.82811, 3.41093, 1.84572)  0.067
H (6.52940, -0.50317, 2.32998)  0.084
H (-1.49877, 7.51188, 2.87933)  0.103
H (-2.40763, 3.23735, -0.29169)  0.055
H (-1.89973, 5.09850, 3.30963)  0.093
H (3.94688, -5.71420, 1.79678)  0.104
H (-3.62849, 1.46313, 4.50737)  0.079
H (6.49364, 3.55295, 2.13885)  0.089
H (1.50728, 1.58469, 2.28529)  0.074
H (-3.05777, -0.16323, -3.59532)  0.078
H (3.16891, -3.47990, 1.29251)  0.069
H (-2.66647, 2.78155, 3.84333)  0.065
H (-4.28594, 2.55088, 3.27661)  0.094
H (-2.67006, -0.72293, 3.61668)  0.090
H (-0.49579, -0.95200, -6.14818)  0.076
H (-2.74956, -0.92843, 1.83464)  0.086
H (-5.44795, 3.30036, -0.29738)  0.081
H (0.96068, 0.37086, 3.51730)  0.096
H (-5.07288, -5.85067, -0.33062)  0.099
H (1.33836, -3.75772, -3.26667)  0.076
H (1.63893, 3.66645, 5.86411)  0.086
H (2.78197, 4.92118, 2.17516)  0.065
H (-2.70547, -5.36357, 0.16013)  0.099
H (1.28157, -5.39991, -6.10903)  0.089
H (6.61202, -1.44421, 3.78464)  0.080
H (-0.61848, -1.56220, -1.86861)  0.071
H (-2.33958, -2.82730, -3.00078)  0.078
H (-2.16105, 0.95590, -4.68728)  0.089
H (4.32985, 5.58369, 2.51568)  0.094
H (5.36747, 2.44482, 2.98380)  0.069
H (-6.03628, -4.93811, -2.44900)  0.106
H (0.05508, -2.51347, -3.57390)  0.045
H (0.12488, 2.78798, 5.60851)  0.089
H (1.42339, -2.74906, -4.66632)  0.104
H (-4.19026, -0.57845, 2.85402)  0.095
H (0.73716, 4.18720, 0.07457)  0.095
H (2.47025, -7.67916, 1.17407)  0.104
H (2.67472, -1.56348, 2.30261)  0.077
H (-1.59173, 0.57772, -0.90020)  0.100
H (3.68463, 4.26337, 3.49163)  0.069
H (-1.80467, 3.89399, -1.78503)  0.089
H (-0.02036, 1.77619, 3.13447)  0.054
H (0.43730, -7.22175, -0.21572)  0.099
H (-0.08799, -4.83019, -0.77376)  0.073
H (-4.69378, -3.27300, -3.77506)  0.097
H (-1.57286, -2.00899, -7.07333)  0.076
H (1.79780, -1.90719, -1.74959)  0.082
H (3.81619, -0.67361, 1.23245)  0.085
H (5.61341, 0.06746, 3.71523)  0.067
H (0.64610, 3.98642, 4.40970)  0.076
H (-1.64299, -0.26668, -7.31090)  0.086
H (-5.24562, 4.77737, -1.26049)  0.080
H (3.45566, -0.00837, 2.83823)  0.052
H (-0.10603, 2.22984, -0.01622)  0.062
H (2.43819, 1.80017, -0.17591)  0.081
H (5.84689, 2.09712, 1.32188)  0.082
H (-6.01477, 3.31965, -1.93332)  0.081
H (-1.29106, -0.30745, -3.85217)  0.061
H (-0.07762, -6.29436, -5.41882)  0.085
H (1.29949, -5.92608, -4.42213)  0.075
H (1.24902, 6.64539, -0.03117)  0.110

The value obtained for the lowest unoccupied orbital energy is 0.2 eV. Its total energy is -2345.14141 Eh. The value obtained for the relative energy (zero: lowest compared OMol25 entry of this formula, charge and spin) is 0.0 kcal/mol. The orbital gap comes out at 9.33 eV. As for the SMILES: c1ccncc1.c1ccncc1.c1ccncc1.c1ccncc1.CC(C)=O.CC(C)=O.CC(C)=O.CC(C)=O.CC(C)=O.CC(C)=O.CC(C)=O.

=====

The lowest total energy belongs to which entry?
C30H25BrIrN3O5S3

=====

Which formula does entry 3 have?
C18H26O19

=====

The lowest relative energy (zero: lowest compared OMol25 entry of this formula, charge and spin) belongs to which entry?
C41H62N4O7

=====

Which of these has the highest relative energy (zero: lowest compared OMol25 entry of this formula, charge and spin)?
C30H25BrIrN3O5S3